{"formula": "C9H12N3", "method": "wB97M-V/def2-TZVPD", "symbols": ["C", "C", "C", "C", "C", "C", "C", "C", "C", "N", "N", "N", "H", "H", "H", "H", "H", "H", "H", "H", "H", "H", "H", "H"], "coordinates": [[1.54, 2.10, -1.30], [1.57, 1.59, -2.63], [0.95, 1.32, -0.34], [1.27, 0.27, -2.87], [0.62, 0.00, -0.55], [0.91, -0.52, -1.81], [0.21, -0.80, 0.62], [-2.03, -0.44, 0.77], [-0.87, -0.94, 2.75], [-3.53, -0.29, -1.09], [-2.61, -0.28, -0.29], [-0.88, -0.21, 1.47], [1.78, 3.11, -0.99], [1.92, 2.04, -3.49], [0.68, 1.71, 0.61], [1.34, 0.00, -3.89], [-0.02, -1.81, 0.20], [1.03, -1.02, 1.32], [0.68, -1.54, -2.00], [-1.15, -1.95, 2.70], [0.05, -0.70, 3.12], [-1.63, -0.43, 3.39], [-4.17, 0.47, -1.12], [-0.84, 0.82, 1.55]], "orbital_gap_ev": 9.229, "e_tot_ev": -13985.945, "charge": 1, "lumo_energy_ha": -0.1379, "homo_ha": -0.477}